C2H3NO2 | ωB97M-V/def2-TZVPD

Geometry as ORCA input:
```
! RIJCOSX wB97M-V def2-TZVPD def2/J DEFGRID3
* xyz 0 1
C -0.48 -1.40 -0.08
C 0.34 -0.30 0.26
N 0.57 2.03 -0.05
O -0.37 -2.52 0.37
O -0.05 0.87 -0.26
H -1.26 -1.03 -0.73
H 1.15 -0.49 0.86
H 0.10 2.84 -0.37
*
```

Energy: -283.06882 a.u.
Energy relative to the best compared isomer or geometry (same formula, charge and spin): 496.7 kJ/mol
Frontier orbital gap (alpha / beta): 8.59 / 9.05 eV